This record from OMol25 describes a single C7H7NO2 molecule at a distorted geometry. The level of theory is ωB97M-V with the def2-TZVPD basis set.

energy relative to the best compared isomer or geometry (same formula, charge and spin): 634.2 kJ/mol
Kohn-Sham gap (alpha / beta): 6.30 / 7.09 eV
E_HOMO (alpha / beta): -6.50 / -7.01 eV
total charge: 0

Each line ends with the natural charge from an NBO analysis.
Positions of all 17 atoms, in Å:
C 1.15 1.28 1.45  -0.50
C 0.69 -0.01 1.55  -0.22
C 0.80 2.16 0.57  0.68
C -0.22 -0.72 0.63  0.05
C 0.29 0.49 -1.45  0.23
C 0.45 0.81 -2.75  -0.57
C -0.79 -1.88 0.88  0.11
N -0.47 -0.23 -0.69  -0.59
O 0.45 3.24 0.21  -0.46
O -1.68 -2.44 -0.02  -0.70
H 1.79 1.73 2.25  0.27
H 0.91 -0.51 2.56  0.22
H 0.27 0.19 -3.57  0.20
H 0.81 1.81 -2.84  0.22
H -0.88 -2.33 1.77  0.17
H -1.26 -0.57 -1.05  0.39
H -2.30 -3.02 0.50  0.49

***

This record from OMol25 describes a single C6H13O molecule at a distorted geometry. The level of theory is ωB97M-V with the def2-TZVPD basis set.

energy relative to the best compared isomer or geometry (same formula, charge and spin): 7.2 kJ/mol
Kohn-Sham gap (alpha / beta): 11.41 / 8.52 eV
E_HOMO (alpha / beta): -10.36 / -9.89 eV
2S+1: 2
total charge: 0

Each line ends with the natural charge from an NBO analysis.
Positions of all 20 atoms, in Å:
C -2.04 -0.11 -0.62  -0.14
O -3.27 0.31 -0.28  -0.27
C -0.93 0.44 0.29  -0.42
C 0.49 0.08 -0.13  -0.21
C 0.73 -1.38 -0.54  -0.61
C 1.54 0.55 0.88  -0.38
C 3.01 0.30 0.45  -0.61
H -1.83 0.09 -1.68  0.19
H -1.99 -1.21 -0.62  0.22
H -1.16 0.16 1.32  0.21
H -1.05 1.52 0.20  0.21
H 0.73 0.68 -1.03  0.18
H 1.60 -1.42 -1.18  0.21
H -0.10 -1.81 -1.10  0.20
H 0.83 -1.98 0.32  0.20
H 1.41 1.59 1.14  0.20
H 1.37 -0.06 1.78  0.19
H 3.58 1.19 0.69  0.21
H 3.41 -0.55 0.99  0.21
H 3.02 0.03 -0.60  0.20

***

This record from OMol25 describes a molecular structure, C2H10O3Rb at a distorted geometry. The level of theory is ωB97M-V with the def2-TZVPD basis set.

energy relative to the best compared isomer or geometry (same formula, charge and spin): 579.7 kJ/mol
Kohn-Sham gap: 10.70 eV
E_HOMO: -14.08 eV
total charge: +1

Each line ends with the Mulliken charge.
Positions of all 16 atoms, in Å:
Rb 8.57 -24.02 15.01  0.78
O 6.94 -22.78 15.68  -0.70
H 6.07 -22.38 15.60  0.34
H 7.00 -23.03 16.60  0.33
O 8.65 -22.31 14.00  -0.58
H 8.49 -22.26 13.06  0.35
H 8.68 -21.40 14.29  0.33
C 6.01 -24.90 14.55  -1.15
C 6.39 -25.21 13.11  -0.20
O 7.68 -24.97 12.86  -0.56
H 6.16 -25.84 15.09  0.30
H 5.00 -24.55 14.75  0.38
H 6.61 -24.02 14.76  0.41
H 5.68 -24.61 12.54  0.32
H 6.07 -26.20 12.80  0.37
H 7.81 -24.98 11.91  0.29